Entry 1:
{"formula": "C28H34BBr32ClFN3O2", "method": "wB97M-V/def2-TZVPD", "homo_energy_ev": -8.2, "multiplicity": 1, "symbols": ["C", "C", "Cl", "C", "C", "N", "C", "C", "C", "B", "O", "O", "C", "C", "Br", "C", "C", "Br", "C", "C", "C", "F", "C", "C", "N", "C", "C", "N", "H", "H", "H", "H", "H", "H", "H", "H", "H", "H", "H", "H", "H", "H", "H", "H", "H", "H", "H", "H", "H", "H", "H", "H", "C", "Br", "Br", "Br", "H", "C", "Br", "Br", "Br", "H", "C", "Br", "Br", "Br", "H", "C", "Br", "Br", "Br", "H", "C", "Br", "Br", "Br", "H", "C", "Br", "Br", "Br", "H", "C", "Br", "Br", "Br", "H", "C", "Br", "Br", "Br", "H", "C", "Br", "Br", "Br", "H", "C", "Br", "Br", "Br", "H"], "coordinates": [[4.86, 5.23, 4.71], [5.78, 4.02, 4.05], [5.87, 4.24, 2.21], [5.09, 2.57, 4.52], [4.21, 1.87, 3.29], [2.80, 2.30, 3.08], [2.11, 1.64, 1.92], [0.52, 2.04, 1.58], [-0.15, 3.19, 2.53], [-1.10, 2.61, 3.76], [-0.39, 1.96, 4.92], [-2.56, 2.72, 3.85], [-0.38, 1.37, 0.39], [-1.91, 1.57, -0.04], [-3.01, 3.08, 0.55], [-2.74, 0.15, 0.28], [-3.66, 0.20, 1.63], [-4.02, -0.12, -1.28], [0.43, 0.25, -0.56], [-0.21, -0.55, -1.83], [0.87, -0.35, -3.09], [-0.42, -2.02, -1.54], [2.03, -0.13, -0.25], [2.89, 0.54, 1.01], [4.30, 0.04, 1.15], [4.90, 0.76, 2.33], [6.48, 0.33, 2.70], [6.50, -0.84, 3.70], [5.00, 5.27, 5.89], [3.73, 5.05, 4.52], [5.11, 6.30, 4.25], [6.90, 4.12, 4.45], [4.32, 2.79, 5.37], [5.91, 1.85, 4.97], [0.69, 3.81, 3.12], [-0.67, 4.06, 1.90], [0.09, 2.76, 5.34], [-2.87, 2.91, 4.81], [-1.92, 1.63, -1.23], [-2.02, -0.76, 0.34], [-4.06, -0.91, 1.81], [-3.10, 0.49, 2.62], [-4.66, 0.84, 1.45], [-1.23, -0.16, -2.24], [1.39, 0.70, -2.90], [1.73, -1.17, -3.07], [0.28, -0.35, -4.11], [2.58, -0.91, -0.96], [7.10, 1.25, 3.11], [7.00, -0.06, 1.74], [5.99, -0.47, 4.55], [5.94, -1.64, 3.28], [-3.13, -4.16, 1.63], [-2.07, -5.02, 3.02], [-4.34, -2.83, 2.36], [-2.01, -3.43, 0.22], [-3.74, -4.94, 1.17], [-3.10, -8.77, 1.16], [-2.76, -8.08, -0.63], [-1.47, -8.90, 2.21], [-4.47, -7.74, 2.08], [-3.49, -9.79, 1.04], [-1.45, -9.97, -4.59], [-2.31, -11.28, -5.73], [-2.45, -8.30, -4.52], [-1.10, -10.67, -2.81], [-0.48, -9.74, -5.04], [9.33, -1.06, -0.94], [9.97, 0.14, 0.45], [7.71, -1.99, -0.40], [9.10, -0.14, -2.64], [10.10, -1.82, -1.09], [-3.63, 3.01, -4.43], [-1.94, 2.22, -3.88], [-4.52, 1.95, -5.79], [-4.80, 3.36, -2.91], [-3.40, 3.98, -4.88], [5.83, 4.03, 9.25], [7.23, 3.10, 8.27], [4.11, 3.88, 8.36], [5.74, 3.46, 11.10], [6.10, 5.09, 9.25], [-8.81, 2.76, -4.00], [-10.46, 3.13, -3.03], [-8.09, 1.01, -3.54], [-9.04, 2.96, -5.92], [-8.08, 3.50, -3.68], [-3.73, 7.47, -2.82], [-2.33, 6.53, -3.80], [-5.46, 7.32, -3.71], [-3.82, 6.90, -0.97], [-3.47, 8.53, -2.82], [-1.40, 3.97, -7.60], [-1.06, 4.66, -9.39], [0.23, 3.84, -6.55], [-2.78, 5.00, -6.68], [-1.79, 2.95, -7.72], [-6.05, -12.44, -6.69], [-6.49, -10.56, -6.92], [-7.17, -13.29, -5.34], [-6.09, -13.41, -8.38], [-5.02, -12.49, -6.32]], "lowdin_charge": [-0.1647, -0.6487, 0.5195, -0.1588, -0.1467, 0.0974, -0.0667, -0.0167, -0.1166, -0.4654, 0.0003, 0.0044, -0.0512, -0.6796, 0.7388, -0.6721, -0.2494, 0.5972, -0.0330, -0.2575, -0.0824, -0.2131, 0.0638, -0.1280, 0.0940, -0.1038, -0.2294, -0.0406, 0.0451, 0.0806, 0.0890, 0.1139, 0.0821, 0.1041, 0.1118, 0.0927, 0.1160, 0.1370, 0.0015, 0.0324, -0.1184, 0.0904, 0.0804, 0.0684, 0.0967, 0.0957, 0.0780, 0.1061, 0.1131, 0.0465, 0.0608, 0.0838, -1.5358, 0.5404, 0.7068, 0.6864, -0.0647, -1.5756, 0.5308, 0.5487, 0.5650, -0.0223, -1.5878, 0.5708, 0.5517, 0.5431, -0.0215, -1.5998, 0.5562, 0.5637, 0.5528, -0.0254, -1.6051, 0.6033, 0.5672, 0.5294, -0.2148, -1.5991, 0.5504, 0.5719, 0.5647, -0.0214, -1.6090, 0.5530, 0.5352, 0.5445, -0.0458, -1.5727, 0.5624, 0.5539, 0.5491, -0.0231, -1.5476, 0.5768, 0.5566, 0.6097, -0.0233, -1.6169, 0.5438, 0.5531, 0.5506, -0.0790]}

Entry 2:
{"formula": "C4H5N", "method": "wB97M-V/def2-TZVPD", "homo_energy_ev": -9.1, "multiplicity": 1, "e_above_lowest_ev": 2.628, "smiles": "[H]/N=C1/C=CC1", "symbols": ["C", "C", "C", "C", "N", "H", "H", "H", "H", "H"], "coordinates": [[0.05, 1.28, 0.09], [1.19, 0.56, -0.06], [-0.84, 0.08, 0.06], [0.63, -0.83, 0.03], [-2.05, -0.19, -0.07], [-0.36, 2.21, 0.12], [2.12, 1.05, -0.13], [0.92, -1.52, -0.75], [0.72, -1.48, 0.84], [-2.39, -1.15, -0.12]], "lowdin_charge": [-0.0234, -0.0643, -0.3054, -0.0710, 0.1218, 0.0690, 0.0826, 0.0756, 0.0576, 0.0575]}

Entry 3:
{"formula": "C35H70N4O14S5", "method": "wB97M-V/def2-TZVPD", "homo_energy_ev": -8.9, "multiplicity": 1, "symbols": ["C", "C", "O", "C", "O", "O", "H", "H", "H", "H", "C", "C", "O", "C", "O", "O", "H", "H", "H", "H", "C", "C", "O", "C", "O", "O", "H", "H", "H", "H", "C", "C", "C", "C", "N", "H", "H", "H", "H", "H", "H", "H", "C", "C", "C", "C", "N", "H", "H", "H", "H", "H", "H", "H", "C", "C", "C", "C", "N", "H", "H", "H", "H", "H", "H", "H", "C", "C", "C", "C", "N", "H", "H", "H", "H", "H", "H", "H", "C", "S", "O", "C", "H", "H", "H", "H", "H", "H", "C", "S", "O", "C", "H", "H", "H", "H", "H", "H", "C", "S", "O", "C", "H", "H", "H", "H", "H", "H", "C", "S", "O", "C", "H", "H", "H", "H", "H", "H", "C", "S", "O", "C", "H", "H", "H", "H", "H", "H"], "coordinates": [[-2.45, -0.11, 4.04], [-2.42, -1.33, 3.10], [-1.03, -1.61, 3.09], [-0.35, -0.89, 3.97], [0.88, -0.92, 4.22], [-1.19, 0.00, 4.57], [-3.28, -0.22, 4.74], [-2.65, 0.78, 3.44], [-2.83, -1.06, 2.12], [-2.94, -2.14, 3.62], [-3.16, 3.98, 0.23], [-3.82, 3.26, 1.41], [-5.08, 4.04, 1.51], [-5.08, 5.13, 0.79], [-6.02, 5.94, 0.71], [-3.88, 5.18, 0.05], [-3.19, 3.37, -0.67], [-2.13, 4.19, 0.49], [-3.26, 3.40, 2.33], [-4.03, 2.21, 1.19], [0.98, 2.49, 5.06], [0.97, 3.83, 5.73], [0.36, 4.61, 4.75], [0.26, 3.88, 3.62], [-0.35, 4.22, 2.60], [0.92, 2.77, 3.72], [0.21, 1.89, 5.54], [2.00, 2.13, 5.19], [2.00, 4.17, 5.84], [0.43, 3.94, 6.67], [-6.64, 0.92, -0.92], [-5.33, 0.13, -0.92], [-4.66, -0.04, -2.28], [-5.54, -0.53, -3.33], [-6.26, -0.91, -4.16], [-6.89, 1.16, 0.11], [-7.44, 0.37, -1.42], [-6.53, 1.85, -1.47], [-5.45, -0.79, -0.34], [-4.64, 0.66, -0.28], [-3.69, -0.52, -2.33], [-4.45, 0.98, -2.60], [1.66, 5.99, 0.34], [2.80, 5.48, 1.15], [4.15, 5.47, 0.38], [4.91, 6.68, 0.74], [5.39, 7.65, 0.96], [1.32, 5.36, -0.48], [1.86, 7.03, 0.09], [0.86, 6.06, 1.08], [2.63, 4.42, 1.34], [2.88, 5.96, 2.12], [3.94, 5.45, -0.69], [4.78, 4.62, 0.65], [3.36, -3.74, -4.35], [3.65, -4.91, -3.38], [2.74, -4.97, -2.15], [2.55, -3.82, -1.24], [2.42, -2.89, -0.51], [4.10, -3.62, -5.15], [3.24, -2.79, -3.83], [2.35, -3.90, -4.72], [4.67, -4.99, -3.00], [3.51, -5.78, -4.02], [2.99, -5.80, -1.50], [1.71, -5.16, -2.44], [2.25, -4.65, 4.44], [2.09, -3.88, 3.07], [0.72, -4.23, 2.34], [0.90, -5.30, 1.41], [1.06, -6.19, 0.72], [1.53, -4.31, 5.18], [3.24, -4.53, 4.87], [2.03, -5.72, 4.42], [2.90, -4.07, 2.36], [2.31, -2.82, 3.16], [0.42, -3.32, 1.81], [0.07, -4.68, 3.10], [2.83, 2.80, -2.73], [1.54, 1.70, -3.43], [1.95, 0.25, -3.10], [1.75, 2.21, -5.18], [2.86, 2.75, -1.64], [2.64, 3.81, -3.08], [3.76, 2.50, -3.23], [2.80, 2.32, -5.46], [1.20, 3.10, -5.46], [1.25, 1.50, -5.84], [5.55, 0.16, 2.23], [4.02, 1.05, 1.95], [4.33, 2.42, 1.48], [3.61, 0.01, 0.50], [6.21, 0.28, 1.38], [5.42, -0.90, 2.48], [6.12, 0.57, 3.07], [3.26, -0.98, 0.78], [4.47, -0.28, -0.11], [2.93, 0.55, -0.16], [-2.39, -2.27, -6.43], [-2.15, -1.66, -4.69], [-2.95, -2.63, -3.82], [-0.43, -2.21, -4.42], [-1.60, -1.97, -7.11], [-3.36, -1.95, -6.82], [-2.37, -3.36, -6.51], [-0.15, -2.35, -3.38], [0.33, -1.56, -4.85], [-0.35, -3.25, -4.75], [-3.73, -3.15, -0.31], [-1.99, -3.69, 0.18], [-2.17, -4.80, 1.20], [-1.50, -4.68, -1.31], [-3.66, -2.61, -1.26], [-4.20, -2.57, 0.48], [-4.23, -4.10, -0.53], [-0.70, -5.37, -1.05], [-1.09, -4.13, -2.15], [-2.37, -5.27, -1.63], [-0.27, -0.91, -0.58], [-0.85, 0.81, -0.46], [-2.30, 0.70, -0.04], [-0.05, 1.44, 1.11], [-0.32, -1.27, 0.45], [0.77, -0.89, -0.91], [-0.99, -1.42, -1.21], [0.37, 0.69, 1.77], [-0.87, 1.91, 1.66], [0.68, 2.22, 0.91]], "lowdin_charge": [-0.1453, -0.0760, 0.0475, -0.5069, 0.0931, 0.0550, 0.1372, 0.1193, 0.1185, 0.1405, -0.1482, -0.0593, 0.0619, -0.5038, 0.0991, 0.0406, 0.1196, 0.1161, 0.1193, 0.0967, -0.1522, -0.1259, 0.0831, -0.5437, 0.0982, 0.0898, 0.1355, 0.1448, 0.1347, 0.1424, -0.0916, -0.2660, -0.1980, -0.2351, 0.1449, 0.0747, 0.0728, 0.0785, 0.0930, 0.0607, 0.0737, 0.1217, -0.1091, -0.2740, -0.1627, -0.2566, 0.1424, 0.0756, 0.0833, 0.0628, 0.0769, 0.1195, 0.1085, 0.0848, -0.0901, -0.2326, -0.1900, -0.1641, 0.1798, 0.0748, 0.0614, 0.0600, 0.1061, 0.1065, 0.1126, 0.1081, -0.0903, -0.2143, -0.1839, -0.2804, 0.1720, 0.0638, 0.0636, 0.0679, 0.0863, 0.0771, 0.0779, 0.1234, -0.2451, 0.8214, -0.5899, -0.2589, 0.0402, 0.0525, 0.0554, 0.0523, 0.0555, 0.0435, -0.2849, 0.8226, -0.5525, -0.2624, 0.0583, 0.0613, 0.0505, 0.0143, 0.0562, 0.0280, -0.2392, 0.8467, -0.5787, -0.2684, 0.0467, 0.0493, 0.0550, 0.0270, 0.0440, 0.0506, -0.1935, 0.8137, -0.5607, -0.2167, 0.0209, 0.0349, 0.0548, 0.0203, 0.0184, 0.0591, -0.2561, 0.8511, -0.5787, -0.2027, 0.0155, 0.0165, 0.0257, 0.0455, 0.0297, 0.0429]}

Entry 4:
{"formula": "C34H49BIrN5O6S", "method": "wB97M-V/def2-TZVPD", "s2": 0.88, "homo_energy_ev": [-16.4, -16.4], "multiplicity": 2, "e_above_lowest_ev": 3.171, "total_charge": 3, "symbols": ["Ir", "C", "C", "C", "C", "C", "C", "C", "C", "N", "C", "C", "C", "C", "N", "C", "C", "C", "C", "C", "C", "C", "C", "H", "H", "H", "H", "H", "H", "H", "H", "H", "H", "H", "H", "H", "H", "H", "H", "H", "H", "H", "H", "H", "H", "H", "H", "C", "C", "C", "O", "B", "O", "C", "C", "C", "H", "H", "H", "H", "H", "H", "H", "H", "H", "H", "H", "H", "C", "C", "S", "O", "O", "C", "C", "N", "C", "N", "C", "C", "N", "O", "O", "C", "H", "H", "H", "H", "H", "H", "H", "H", "H", "H", "H", "H", "H"], "coordinates": [[-0.38, 0.36, -0.84], [0.66, 0.84, -4.28], [-0.51, -0.05, -4.53], [-0.59, -0.79, -5.70], [-1.70, -1.59, -5.97], [-2.74, -1.65, -5.07], [-2.71, -0.92, -3.88], [-3.86, -1.04, -2.95], [-1.59, -0.08, -3.61], [-1.54, 0.80, -2.53], [-2.40, 1.83, -2.43], [-3.42, 2.12, -3.47], [-2.27, 2.70, -1.32], [-3.27, 3.78, -1.10], [-1.30, 2.45, -0.43], [-0.81, 3.36, 0.45], [-0.41, 4.67, 0.01], [-0.33, 5.04, -1.42], [-0.05, 5.61, 0.97], [-0.01, 5.29, 2.31], [-0.32, 3.99, 2.73], [-0.69, 3.01, 1.82], [-1.06, 1.64, 2.28], [1.52, 0.52, -4.86], [0.92, 0.85, -3.21], [0.43, 1.86, -4.59], [0.21, -0.73, -6.42], [-1.74, -2.16, -6.88], [-3.60, -2.26, -5.28], [-4.04, -2.09, -2.74], [-4.77, -0.68, -3.44], [-3.71, -0.52, -2.01], [-3.31, 1.47, -4.33], [-3.32, 3.15, -3.81], [-4.43, 2.01, -3.07], [-4.26, 3.35, -0.93], [-3.36, 4.43, -1.96], [-3.01, 4.38, -0.23], [-0.50, 4.20, -2.09], [0.65, 5.47, -1.64], [-1.05, 5.82, -1.64], [0.20, 6.61, 0.64], [0.28, 6.03, 3.04], [-0.31, 3.76, 3.78], [-0.86, 1.52, 3.34], [-0.50, 0.88, 1.72], [-2.12, 1.47, 2.10], [-2.15, -1.91, 3.20], [-2.11, -2.55, 1.81], [-1.80, -4.03, 1.96], [-1.02, -1.91, 1.07], [-1.53, -1.11, 0.13], [-2.86, -1.17, 0.01], [-3.37, -2.20, 0.92], [-3.82, -3.38, 0.06], [-4.57, -1.63, 1.66], [-1.20, -2.08, 3.70], [-2.94, -2.36, 3.79], [-2.32, -0.84, 3.14], [-0.92, -4.15, 2.59], [-1.60, -4.51, 1.01], [-2.63, -4.53, 2.45], [-2.99, -3.77, -0.53], [-4.61, -3.05, -0.61], [-4.21, -4.17, 0.69], [-4.33, -0.68, 2.14], [-4.92, -2.33, 2.40], [-5.37, -1.45, 0.95], [6.90, -4.60, 3.79], [6.71, -3.85, 2.51], [5.47, -2.52, 2.87], [5.74, -1.90, 4.12], [4.16, -3.08, 2.67], [5.57, -1.18, 1.58], [4.58, -0.12, 2.05], [3.57, 0.21, 1.06], [2.31, -0.28, 0.99], [1.63, 0.32, 0.01], [2.49, 1.22, -0.57], [3.69, 1.15, 0.07], [4.86, 1.92, -0.23], [5.90, 1.60, 0.30], [4.69, 2.82, -1.01], [1.82, -1.32, 1.91], [7.56, -5.45, 3.62], [5.95, -5.01, 4.16], [7.34, -3.97, 4.56], [6.25, -4.45, 1.73], [7.61, -3.35, 2.17], [5.29, -1.64, 0.63], [6.59, -0.80, 1.54], [5.12, 0.79, 2.32], [4.07, -0.49, 2.95], [2.23, 1.85, -1.40], [1.60, -0.88, 2.88], [2.59, -2.08, 2.08], [0.92, -1.79, 1.53]], "mulliken_spin": [0.7402, -0.0046, -0.0283, 0.0064, -0.0254, 0.0043, -0.0240, 0.0029, -0.0020, -0.0090, -0.0803, -0.0010, 0.0230, 0.0084, 0.0458, 0.1349, 0.0376, -0.0061, -0.0094, 0.0714, 0.0225, 0.0154, -0.0087, 0.0000, 0.0023, 0.0002, -0.0006, 0.0003, -0.0004, -0.0013, -0.0015, -0.0018, -0.0011, 0.0056, 0.0011, -0.0050, -0.0009, 0.0022, 0.0003, 0.0042, 0.0050, 0.0019, -0.0024, 0.0012, -0.0004, 0.0343, -0.0006, -0.0002, 0.0049, 0.0017, -0.0091, 0.0438, -0.0378, -0.0060, 0.0001, 0.0002, -0.0003, -0.0002, 0.0013, -0.0002, 0.0001, 0.0003, 0.0003, -0.0001, -0.0001, 0.0000, 0.0001, 0.0000, 0.0000, 0.0000, 0.0000, 0.0000, 0.0001, -0.0003, 0.0020, -0.0002, -0.0316, 0.0996, -0.0149, -0.0091, -0.0002, 0.0002, 0.0002, -0.0013, 0.0000, 0.0000, 0.0000, 0.0000, 0.0000, 0.0000, 0.0001, 0.0000, 0.0001, 0.0017, 0.0006, 0.0033, -0.0055]}